(1)
The following is a quantum chemistry calculation of 2 unconnected molecules or ions with the total composition C3H8NO2 in a non-equilibrium geometry, from the Open Molecules 2025 dataset.

Output
maximum force: 3.28 eV Å⁻¹
total charge: +1
total energy: -323.90156 hartree
molecular weight: 90.1 g mol⁻¹
highest occupied orbital energy: -14.6 eV
HOMO-LUMO gap: 9.374 eV

Geometry as XYZ:
```
14
Properties=species:S:1:pos:R:3:forces:R:3:lowdin_charge:R:1
C -0.48617 -1.98682 -1.19089 -1.080 -1.228 -2.844 -0.06
C 0.80666 2.12439 0.98975 0.574 1.412 -0.816 0.02
C -0.72258 0.36801 0.58570 -0.025 -2.070 1.021 0.05
N 0.44094 -1.15088 -0.58023 2.769 1.091 0.949 -0.15
O 1.62511 -1.37506 -0.63555 -2.074 0.432 0.157 0.14
O 0.11285 0.89036 1.38584 -0.583 0.281 0.335 -0.06
H -1.15519 -1.21192 -1.81911 1.380 -2.242 0.857 0.17
H -1.09571 -2.32865 -0.39643 -1.117 -0.181 0.985 0.07
H -0.07851 -2.99254 -1.62848 -0.514 2.321 0.024 0.16
H 0.24322 3.08251 1.26468 0.339 -1.760 -0.178 0.13
H 0.87201 2.04320 -0.12505 0.371 0.411 0.974 0.11
H 1.82147 2.19534 1.49139 -1.392 -0.636 -0.670 0.13
H -1.00208 0.84987 -0.33958 -0.073 0.270 -0.126 0.12
H -1.38203 -0.50782 0.99796 1.423 1.900 -0.668 0.17
```
Positions in Å, forces in eV/Å.

---

(2)
The following is a quantum chemistry calculation of 11 unconnected molecules or ions with the total composition C7H37NO10 in a non-equilibrium geometry, from the Open Molecules 2025 dataset.

Output
maximum force: 6.18 eV Å⁻¹
total energy: -1095.92395 hartree
SMILES string: CCCNCC(C)C.O.O.O.O.O.O.O.O.O.O
molecular weight: 295.4 g mol⁻¹
highest occupied orbital energy: -10.1 eV
HOMO-LUMO gap: 10.211 eV

Geometry as XYZ:
```
55
Properties=species:S:1:pos:R:3:forces:R:3:lowdin_charge:R:1
C 2.44277 3.42522 -0.22606 -1.578 1.217 -4.408 -0.09
C 2.10791 2.29553 -1.25460 -2.846 1.315 -1.706 -0.20
C 0.69750 1.69554 -0.82768 0.992 1.385 -4.239 -0.25
N 0.21536 0.68196 -1.81944 0.183 -1.139 1.901 -0.06
C -0.75529 -0.20925 -1.11847 -1.011 -1.828 -2.162 -0.15
C -1.04624 -1.75222 -1.71627 1.468 0.711 0.248 -0.39
C -2.26064 -2.29995 -0.98632 1.226 -0.548 2.607 -0.08
C -1.00332 -1.92746 -3.20786 -0.194 1.411 -1.232 -0.11
H 2.99190 4.22120 -0.73657 0.308 -0.146 0.278 0.08
H 2.99478 2.97357 0.47886 1.987 -1.176 2.907 0.02
H 1.56932 3.90670 0.15788 -0.681 0.092 0.465 0.07
H 1.66513 2.57352 -2.32939 2.528 0.108 1.714 0.14
H 3.03080 1.67835 -1.21243 -1.171 -0.308 -0.724 0.08
H 0.94627 1.59440 0.15024 -0.650 -2.043 3.347 0.02
H -0.05461 2.49767 -0.94528 0.599 0.025 0.476 0.12
H 0.98679 0.11266 -2.14390 0.333 -0.049 0.105 0.10
H -1.69166 0.36858 -1.13193 0.012 -0.490 0.341 0.12
H -0.46210 -0.49809 -0.13380 0.285 0.431 1.063 0.08
H -0.16361 -2.41780 -1.43519 -0.803 1.113 0.301 0.14
H -2.62804 -3.26705 -1.35381 -0.066 0.495 -0.302 0.08
H -3.06402 -1.54518 -0.83223 0.433 -0.698 -0.187 0.09
H -1.77965 -2.61888 0.04646 -1.481 0.809 -1.745 0.08
H -0.81183 -2.91243 -3.57457 0.145 -1.041 0.376 0.07
H -1.86790 -1.62474 -3.80717 -0.182 0.409 0.409 0.08
H -0.15178 -1.35262 -3.57525 0.043 0.159 -0.261 0.06
O -1.22123 1.82188 -4.47872 -3.208 -5.279 0.179 -0.04
H -0.65117 2.49188 -4.37348 3.450 3.664 0.763 -0.03
H -1.02021 1.11922 -3.78500 0.027 1.529 -1.067 0.06
O 1.99924 0.07883 1.73501 -0.854 -1.743 1.401 -0.09
H 1.57586 -0.80841 2.02243 0.092 1.884 0.167 0.04
H 2.14631 -0.18584 0.84334 0.652 0.123 -1.511 -0.02
O -0.32797 1.63634 2.75597 1.814 -0.286 -2.250 -0.06
H 0.06867 1.32231 1.88896 -1.377 -0.361 0.956 0.05
H 0.50692 2.05422 2.97360 0.099 0.537 1.240 0.06
O 3.84623 -2.88168 2.34570 -0.546 0.707 0.424 -0.03
H 3.54214 -1.98708 2.15152 -0.297 0.270 0.618 0.00
H 4.22454 -3.05297 1.50131 0.764 -0.884 -1.104 0.02
O 4.13112 -0.57904 -0.13315 0.884 -3.868 4.119 0.00
H 4.01660 0.06141 -0.73068 -0.499 3.882 -3.565 -0.06
H 4.52712 -0.18085 0.66427 -0.295 -0.116 -0.619 0.08
O -2.80464 1.35693 3.54648 -0.869 -1.928 -1.361 -0.02
H -2.72569 2.01785 4.16698 -0.627 2.379 2.686 0.00
H -1.93832 1.49141 3.17630 0.948 -0.509 -1.043 -0.03
O 0.39214 -2.03934 2.30350 -2.383 -0.472 -0.334 -0.08
H 0.79972 -2.87040 2.09821 0.925 -0.791 -0.009 0.04
H -0.58242 -2.35700 2.18434 1.710 0.783 0.598 0.05
O -3.16781 2.84321 -2.77053 1.495 -0.512 -1.486 -0.13
H -2.89135 2.46563 -3.68398 -0.487 0.864 2.172 0.05
H -2.28800 3.07499 -2.38486 -1.151 -0.274 -0.451 0.02
O -2.09982 -3.34128 2.20596 -0.879 0.303 1.426 -0.12
H -2.40019 -2.48097 1.83114 -0.313 -0.904 0.765 0.03
H -2.51980 -3.38680 3.14117 1.016 0.553 -2.369 0.10
O -2.57132 -1.44655 4.01484 1.519 0.335 0.573 -0.08
H -1.60974 -1.30178 4.19616 -0.927 -0.551 -0.261 0.07
H -2.86478 -0.53534 4.12804 -0.563 0.455 -0.230 0.01
```
Positions in Å, forces in eV/Å.